{
  "formula": "C46H95N9O4S4",
  "method": "ωB97M-V with the def2-TZVPD basis set",
  "species": ["C", "S", "O", "C", "H", "H", "H", "H", "H", "H", "C", "S", "O", "C", "H", "H", "H", "H", "H", "H", "C", "S", "O", "C", "H", "H", "H", "H", "H", "H", "C", "S", "O", "C", "H", "H", "H", "H", "H", "H", "C", "C", "N", "C", "C", "C", "C", "H", "H", "H", "H", "H", "H", "H", "H", "H", "H", "H", "H", "H", "H", "H", "C", "C", "C", "C", "N", "H", "H", "H", "H", "H", "H", "H", "C", "C", "C", "C", "N", "H", "H", "H", "H", "H", "H", "H", "C", "C", "C", "C", "N", "H", "H", "H", "H", "H", "H", "H", "C", "C", "C", "C", "N", "H", "H", "H", "H", "H", "H", "H", "C", "C", "C", "C", "N", "H", "H", "H", "H", "H", "H", "H", "C", "C", "C", "C", "N", "H", "H", "H", "H", "H", "H", "H", "C", "C", "C", "C", "N", "H", "H", "H", "H", "H", "H", "H", "C", "C", "C", "C", "N", "H", "H", "H", "H", "H", "H", "H"],
  "xyz": [[2.345290, -0.025750, -6.202784], [1.240263, 0.142504, -4.858433], [1.593908, -0.987809, -3.924353], [1.918099, 1.580117, -4.211807], [2.040150, -0.876122, -6.815891], [3.343330, -0.305732, -5.818403], [2.387193, 0.975239, -6.647279], [1.207996, 1.879743, -3.439044], [1.947081, 2.411631, -4.930109], [2.871632, 1.351687, -3.789939], [0.586517, -1.303105, -0.693521], [0.987093, 0.424843, -0.719114], [-0.203137, 1.098792, -1.391650], [0.829036, 0.756307, 1.097400], [-0.454827, -1.375090, -0.343082], [1.270439, -1.865522, 0.057866], [0.659033, -1.638392, -1.718408], [0.886399, 1.848330, 1.292688], [1.631917, 0.206143, 1.546815], [-0.146689, 0.303031, 1.364857], [-0.587151, 4.466807, -2.744164], [0.111850, 6.113344, -2.685694], [-0.428945, 6.773981, -1.497644], [1.776469, 5.581654, -2.395117], [-0.111110, 4.009509, -3.633361], [-1.701257, 4.499664, -2.793387], [-0.315721, 3.833756, -1.862391], [2.371328, 6.506274, -2.417047], [2.134819, 4.901761, -3.221349], [1.861666, 4.964539, -1.520228], [-1.084617, 4.720167, 1.010020], [0.484501, 4.873910, 1.770809], [1.454407, 4.197025, 0.876725], [0.627420, 6.728680, 1.512211], [-1.867815, 5.240354, 1.580190], [-1.319440, 3.675454, 1.141563], [-1.007216, 4.948550, -0.077338], [1.693916, 7.022551, 1.572595], [0.036125, 7.206203, 2.279874], [0.267433, 6.924522, 0.526078], [-5.368736, 0.789182, -0.295313], [-4.973542, 1.761602, 0.855320], [-4.985059, 1.057160, 2.157522], [-6.400254, 1.213288, 2.667499], [-6.575752, -0.007608, 3.545255], [-4.041914, 1.690547, 3.085154], [-2.623703, 1.317722, 2.720713], [-5.469518, 1.402005, -1.230134], [-6.308189, 0.240227, -0.065261], [-4.585432, 0.061772, -0.491962], [-3.886003, 2.067555, 0.695584], [-5.566840, 2.690369, 0.763162], [-6.599815, 2.172595, 3.229863], [-7.186458, 1.253070, 1.862304], [-7.551712, -0.062716, 3.949275], [-6.382701, -0.909013, 2.939165], [-5.948255, -0.088555, 4.436659], [-4.279201, 1.349533, 4.121306], [-4.068416, 2.804800, 3.114625], [-2.384225, 1.779574, 1.729697], [-2.342945, 0.300473, 2.675256], [-1.940261, 1.744222, 3.428596], [5.301444, 5.011997, 0.052937], [5.537117, 3.519047, 0.332259], [4.298057, 2.700220, -0.146246], [4.224050, 2.677364, -1.535834], [4.197666, 2.554741, -2.672100], [5.102585, 5.125557, -0.993708], [6.190853, 5.675379, 0.268896], [4.416790, 5.423840, 0.554855], [5.751148, 3.360609, 1.388178], [6.392356, 3.283351, -0.298009], [3.394154, 3.223967, 0.236841], [4.370369, 1.679187, 0.209734], [-3.709323, -4.168272, 3.062049], [-4.284607, -2.796052, 2.697839], [-3.688935, -2.329341, 1.379477], [-2.286412, -2.095431, 1.612316], [-1.214046, -1.890316, 1.985937], [-2.598874, -4.076164, 3.064678], [-3.937173, -4.871069, 2.262736], [-4.169801, -4.455819, 3.998190], [-4.113473, -2.148896, 3.530022], [-5.349942, -2.911941, 2.531838], [-4.234317, -1.419115, 1.064087], [-3.828725, -3.026149, 0.583085], [-4.063733, -0.072427, -4.003478], [-2.839262, 0.720497, -3.592470], [-2.059690, 1.219226, -4.801058], [-1.750091, 0.273621, -5.861284], [-1.668322, -0.500396, -6.719204], [-4.626314, 0.612059, -4.637192], [-4.797308, -0.457287, -3.265019], [-3.776487, -0.959379, -4.573510], [-2.189353, 0.149308, -2.910000], [-3.065680, 1.671077, -3.099699], [-1.064034, 1.535421, -4.501345], [-2.527661, 2.122138, -5.271193], [4.091040, -2.186570, -0.526825], [3.768250, -2.745370, 0.857249], [4.727119, -3.927802, 1.339034], [6.032279, -3.534769, 1.721397], [6.961121, -3.001512, 2.185256], [5.121433, -1.892435, -0.551386], [3.523444, -1.280775, -0.815996], [3.954599, -2.925674, -1.318181], [2.745749, -3.136865, 0.856690], [3.880493, -1.927406, 1.605165], [4.748924, -4.663337, 0.562312], [4.249920, -4.429768, 2.169611], [8.628395, 1.114419, 0.666284], [8.659158, 0.081657, 1.748550], [7.482123, 0.173642, 2.722599], [6.167216, 0.226518, 2.104906], [5.055715, 0.132089, 1.832723], [9.214757, 0.907130, -0.250421], [8.964368, 2.023851, 1.169332], [7.558656, 1.290367, 0.356262], [9.630343, 0.212972, 2.306330], [8.586218, -0.959319, 1.365541], [7.579500, 1.074605, 3.298244], [7.433926, -0.717555, 3.394217], [0.497013, -5.573110, -1.188017], [0.106535, -5.000845, 0.191388], [-1.268943, -5.398038, 0.603955], [-1.278106, -6.816705, 0.916757], [-1.215110, -7.967553, 1.065664], [0.389263, -6.640055, -1.036292], [1.527284, -5.367336, -1.460401], [-0.073150, -5.196937, -2.043611], [0.190280, -3.881016, 0.144260], [0.858602, -5.338936, 0.892822], [-1.985820, -5.259125, -0.223006], [-1.716812, -4.899324, 1.494076], [-3.229113, -4.163219, -5.556079], [-1.748115, -4.157434, -5.138405], [-1.437341, -2.996865, -4.152104], [-2.076183, -3.052643, -2.897534], [-2.598569, -2.951649, -1.878771], [-3.796929, -4.475169, -4.668394], [-3.373653, -4.983684, -6.285409], [-3.534922, -3.150436, -5.902560], [-1.092828, -4.083051, -5.951678], [-1.551266, -5.005701, -4.534557], [-1.748371, -2.013168, -4.550819], [-0.363348, -2.996319, -3.975305], [-0.450667, 0.120970, 5.938306], [-1.292724, -1.147863, 5.998082], [-2.826772, -0.769384, 6.042758], [-3.626074, -1.974150, 6.285939], [-4.268069, -2.906623, 6.423781], [-0.655238, 0.728181, 6.808094], [-0.690904, 0.639271, 5.027670], [0.623083, -0.163587, 5.907044], [-1.017515, -1.702588, 6.838351], [-1.080171, -1.791097, 5.142404], [-3.117615, -0.378743, 5.077070], [-3.043998, 0.027943, 6.738533]],
  "forces_ev_per_angstrom": [[1.11, -0.25, -0.25], [-0.71, -1.94, 0.00], [-0.31, 0.36, 0.04], [-0.61, 1.46, 0.57], [-0.25, 0.53, -0.34], [-0.37, 0.37, 0.11], [0.00, -0.59, -0.64], [0.23, 0.02, 0.40], [0.17, -0.39, -0.01], [0.57, 0.07, 0.16], [0.21, -0.80, 1.75], [-0.41, 1.30, 0.24], [0.66, -0.32, 0.34], [-1.09, -0.04, -1.16], [0.39, -0.06, -0.14], [-1.09, 0.96, -1.50], [0.30, -0.24, -0.21], [0.06, -0.77, -0.31], [0.50, -0.17, 0.49], [0.55, 0.44, 0.12], [-0.14, -1.07, 0.27], [-0.30, -0.77, -1.66], [-0.30, 0.71, 1.40], [0.97, -0.42, -1.28], [-0.62, 0.04, 0.28], [0.90, 0.15, -0.29], [-0.02, 0.58, -0.56], [0.06, -0.50, 0.36], [-0.51, 0.91, 0.45], [0.03, 0.17, 0.90], [-0.79, -0.40, -0.63], [0.40, 1.86, 0.93], [0.45, -0.24, -0.62], [1.00, -1.26, 0.32], [0.36, 0.32, -0.41], [-0.11, -0.56, -0.21], [-0.28, 0.23, 0.98], [-0.59, -0.31, 0.22], [-0.12, 0.15, 0.19], [-0.32, 0.24, -0.63], [-0.21, 1.06, -0.11], [2.17, -0.73, -1.10], [-2.00, 2.43, -0.70], [0.38, -0.28, 0.69], [-0.10, -0.64, -0.15], [0.09, -0.46, 0.74], [0.31, 1.58, -0.95], [-0.21, -0.67, 0.68], [0.49, 0.47, -0.26], [0.10, -0.08, 0.12], [-1.49, -0.23, -0.22], [-0.02, -0.31, 0.60], [0.65, -0.68, -0.37], [1.12, -0.44, 0.42], [-1.34, -0.17, 0.29], [-0.19, 0.37, 0.28], [0.40, 0.39, -0.28], [0.08, 0.19, -0.71], [-0.44, -0.41, -0.16], [0.08, -0.52, 0.77], [-0.32, -1.33, -0.10], [0.43, 0.56, 0.45], [0.52, 0.69, 0.62], [-0.40, 0.96, -0.63], [0.31, 1.20, 2.73], [-0.05, -0.43, -1.69], [0.25, 0.40, -0.70], [-0.07, 0.13, -0.80], [-0.89, -0.86, -0.01], [0.23, -0.18, 0.20], [-0.02, -0.29, -0.08], [0.23, -0.54, 0.33], [0.32, -0.65, 0.03], [-0.28, -0.17, 0.21], [0.33, 0.74, -0.54], [-0.15, -1.77, -0.65], [-0.85, 1.32, 0.36], [0.93, 0.64, 0.20], [-0.38, -0.26, -0.28], [-0.74, -0.26, 0.73], [-0.22, -0.27, 0.10], [0.46, -0.48, 0.25], [0.06, 0.87, 0.26], [-0.29, 0.15, 0.20], [0.73, -0.08, 0.12], [-0.01, -0.74, -0.48], [-0.81, 0.04, -0.17], [0.28, -0.30, 0.72], [0.77, 0.93, -0.67], [-1.05, -1.21, -1.17], [0.20, 0.70, 0.80], [-0.33, -0.32, -0.41], [0.87, 0.55, 0.18], [0.01, 0.18, -0.21], [-0.06, 0.27, -0.26], [-0.34, -0.37, 0.42], [0.05, 0.38, 0.49], [0.14, -0.82, 0.30], [-0.14, 0.02, -0.10], [0.74, 0.20, 0.64], [-2.34, 0.27, -1.08], [2.49, 2.27, 1.61], [-1.36, -1.26, -1.07], [0.74, 0.23, -0.06], [0.05, -0.53, 0.39], [-0.12, -0.06, 0.03], [0.17, -0.02, 0.30], [-0.40, -0.60, -0.48], [0.22, -0.54, -0.64], [-0.04, -0.04, 0.43], [-1.27, 0.83, -0.51], [0.69, -1.83, 0.27], [0.45, -0.37, 0.26], [-0.36, -0.54, 0.36], [-0.05, 0.31, -0.39], [-0.16, 0.04, 0.76], [0.05, 0.37, -0.63], [1.04, -0.11, 0.02], [-1.05, -0.53, -0.32], [0.47, 0.61, 0.01], [-0.02, 0.46, 0.62], [0.25, 0.74, -0.41], [-0.07, 0.02, 0.57], [1.27, 2.29, -1.30], [-1.60, -0.20, 0.57], [0.02, -2.34, -0.01], [-0.13, 1.63, -0.03], [-0.01, -0.43, -0.76], [0.29, 0.03, 0.31], [-0.41, -0.18, 0.38], [-0.25, -0.92, 0.24], [0.03, -0.08, 0.39], [0.21, 0.15, 0.21], [0.74, 0.02, -0.71], [0.55, -0.45, 0.27], [-1.76, 1.46, 1.62], [0.66, 0.33, -1.95], [-0.92, 0.02, 1.57], [-0.05, -0.27, 0.21], [-0.19, 0.42, -0.24], [-0.17, 0.80, 0.01], [0.00, -0.91, -0.03], [0.96, 0.03, -1.15], [0.38, -1.36, 0.05], [0.47, -0.40, -0.20], [0.19, 0.38, -0.01], [0.60, -1.14, -0.15], [-1.03, 1.31, -1.06], [1.23, -1.07, -0.41], [0.29, 1.25, -0.08], [-0.48, -0.88, 0.15], [0.11, 0.37, 0.16], [0.03, 0.55, -0.32], [-0.60, 0.39, 0.09], [0.17, -0.92, 1.57], [-0.25, 0.11, -0.15], [-0.06, 0.06, -0.44], [0.00, -0.04, 0.55]],
  "mulliken_charge": [-1.24, 0.79, -0.64, -1.07, 0.39, 0.33, 0.40, -0.31, 0.67, 0.67, -0.14, 0.84, -0.46, 0.20, -0.24, -0.15, 0.03, -0.05, 0.37, -0.53, -0.50, 0.29, -0.62, -0.45, 0.30, 0.41, -0.09, 0.46, 0.36, -0.19, 0.24, 0.32, -0.57, -0.76, 0.53, -0.52, -0.16, 0.31, 0.40, 0.13, -0.91, -0.30, 0.99, -0.74, -1.08, -1.15, 0.47, 0.40, 0.29, 0.07, -0.23, 0.42, 0.31, 0.44, 0.56, 0.07, 0.25, 0.48, 0.23, -0.49, -0.57, 0.63, -1.30, -0.37, 1.96, 0.10, -0.65, 0.32, 0.37, 0.25, 0.33, 0.22, -0.42, -0.70, -1.27, -0.18, 1.19, 0.19, -0.54, 0.15, 0.36, 0.55, -0.34, 0.55, -1.29, 0.64, -1.18, 0.59, 0.68, -0.14, -0.58, 0.47, 0.22, 0.09, -0.47, 0.52, -0.67, 0.52, -1.09, 0.65, -0.93, 0.29, -0.54, 0.47, 0.07, 0.35, -0.15, 0.11, 0.42, 0.42, -0.64, -0.45, -0.63, 0.32, -0.50, 0.36, 0.27, -0.11, 0.32, 0.29, 0.41, 0.33, -1.27, 0.61, 1.06, 0.09, -0.54, 0.49, 0.35, 0.07, -0.81, 0.60, 0.21, -0.98, -1.00, -0.97, 1.58, 0.03, -0.42, 0.28, 0.39, 0.19, 0.55, 0.33, -1.28, 0.31, -0.99, -0.40, 0.73, 0.06, -0.52, 0.37, 0.04, 0.36, 0.51, 0.18, -0.90, 0.56],
  "total_energy_ha": -4195.99001,
  "gap_ev": 9.079,
  "largest_force_ev_per_a": 3.7
}